No. 1
Computed, not measured: a 2-piece molecular cluster, C4H12OP overall, with the ωB97M-V functional and the def2-TZVPD basis.

The value obtained for the HOMO energy is -0.48391 hartree. Its HOMO-LUMO gap is 0.36676 Ha.

ORCA input file:
```
! RIJCOSX wB97M-V def2-TZVPD def2/J DEFGRID3
* xyz 1 1
C -0.99597 0.68951 -1.53007
C 0.04817 -1.49623 0.78755
C 1.90550 -0.44631 -0.34316
C -0.09131 0.82567 0.43001
O 0.75865 -0.27464 0.51723
P -1.14295 1.04924 1.83858
H -1.80207 0.13292 -1.20215
H -1.08163 1.75111 -1.63228
H -0.38349 0.26528 -2.28620
H -0.33649 -1.62234 1.83674
H -0.79342 -1.75459 0.10162
H 0.92872 -2.10037 0.64972
H 2.56499 -1.15041 0.06199
H 1.38255 -0.73747 -1.38969
H 2.36167 0.55576 -0.67447
H 0.48437 1.72324 0.11376
H -1.70550 2.30349 1.30507
H -2.10179 0.28614 1.41574
*
```

No. 2
Computed, not measured: a 2-piece molecular cluster, C4H12OS2 overall, with the ωB97M-V functional and the def2-TZVPD basis.

The value obtained for the HOMO energy (alpha / beta) is 0.02905 / -0.17718 hartree. Its HOMO-LUMO gap (alpha / beta) is 0.08663 / 0.29398 Ha. As for the expectation value of S²: 0.7522.

ORCA input file:
```
! RIJCOSX wB97M-V def2-TZVPD def2/J DEFGRID3
* xyz -1 2
C 0.72943 2.21193 0.59090
C 1.25955 1.62753 -0.69860
S 0.20465 0.28132 -1.37443
S 0.05444 -1.02027 0.24887
C 1.45939 -2.15376 -0.03774
C 2.81062 -1.60031 0.36331
H 1.19281 3.16293 0.84328
H 0.80751 1.50126 1.42164
H -0.35155 2.36276 0.50475
H 2.25190 1.18460 -0.59274
H 1.32897 2.41231 -1.44182
H 1.16627 -2.96882 0.61148
H 1.40086 -2.46905 -1.07930
H 3.43879 -2.33048 0.88411
H 2.68856 -0.80316 1.07900
H 3.34468 -1.19699 -0.49055
H -5.64839 0.33248 1.54736
H -6.82594 1.17194 1.09740
O -6.15953 1.11732 1.79210
*
```

No. 3
Computed, not measured: a 2-piece molecular cluster, C4H12OS2 overall, with the ωB97M-V functional and the def2-TZVPD basis.

The value obtained for the HOMO energy is -0.32162 hartree. Its HOMO-LUMO gap is 0.34842 Ha. As for the structure (SMILES): CCCSSC.O.

ORCA input file:
```
! RIJCOSX wB97M-V def2-TZVPD def2/J DEFGRID3
* xyz 0 1
C -1.74670 1.51808 -0.73528
C -2.46475 1.45683 0.58660
C -1.40719 0.11369 -1.24767
S 0.25587 -0.51626 -0.98040
S 1.02175 0.89540 0.35196
C 1.68927 2.12502 -0.78485
H -0.84952 2.32517 -0.71668
H -2.34928 1.92246 -1.54003
H -3.43855 0.98643 0.56856
H -2.69252 2.47208 0.98106
H -1.84793 0.93146 1.36195
H -1.57182 0.05057 -2.29797
H -1.97022 -0.72073 -0.94735
H 2.74825 1.86982 -1.14896
H 1.73212 3.25619 -0.44064
H 0.97265 2.35062 -1.68982
H 1.36000 -5.85479 3.49493
H 0.61538 -4.72268 2.99284
O 1.30321 -5.27683 2.81555
*
```

No. 4
Computed, not measured: a 2-piece molecular cluster, C4H12OS2 overall, with the ωB97M-V functional and the def2-TZVPD basis.

The value obtained for the HOMO energy is -0.29299 hartree. Its HOMO-LUMO gap is 0.31312 Ha. As for the structure (SMILES): CCSSCC.O.

ORCA input file:
```
! RIJCOSX wB97M-V def2-TZVPD def2/J DEFGRID3
* xyz 0 1
C -2.49852 -0.21126 -0.54068
C -1.59922 0.33334 -1.64509
S 0.20905 0.22495 -1.41799
S 0.30623 0.75944 0.58579
C 2.12108 0.69669 0.78933
C 2.42566 1.15314 2.20424
H -2.33878 0.36737 0.36695
H -2.43396 -1.27829 -0.32061
H -3.50935 0.08199 -0.81516
H -1.81222 1.39408 -1.71185
H -1.78306 -0.10980 -2.61762
H 2.46157 -0.30234 0.53913
H 2.53052 1.37998 0.03975
H 2.09654 0.42486 2.93320
H 1.97973 2.13070 2.38891
H 3.49745 1.28725 2.33252
H -0.01717 -2.33982 -0.66772
H -0.97355 -2.93724 -1.67654
O -0.66200 -3.05504 -0.76657
*
```

No. 5
Computed, not measured: the molecule C4H12OSi, with the ωB97M-V functional and the def2-TZVPD basis.

The value obtained for the HOMO energy (alpha / beta) is -0.14743 / -0.40677 hartree. Its HOMO-LUMO gap (alpha / beta) is 0.17555 / 0.25932 Ha. As for the expectation value of S²: 2.0047.

ORCA input file:
```
! RIJCOSX wB97M-V def2-TZVPD def2/J DEFGRID3
* xyz 0 3
C -1.95547 0.43780 0.92207
C 1.64150 0.17060 1.20252
C 1.51886 -0.06466 -1.84314
C -1.04272 -0.19865 -0.16179
O -0.84325 -1.56365 0.22613
Si 0.58760 0.63297 -0.31652
H -1.44601 0.15425 1.87103
H -1.96849 1.57907 0.71155
H -2.94408 -0.15090 0.90448
H 1.53170 -0.87068 0.85330
H 2.64061 0.45904 1.19214
H 1.14139 0.21951 2.23507
H 0.66256 -0.25400 -2.51624
H 1.89243 0.83127 -2.35844
H 2.05927 -0.93866 -1.83956
H -1.59058 -0.27347 -1.16411
H -1.72590 -2.10367 0.41680
H -0.15944 1.93383 -0.33527
*
```

No. 6
Computed, not measured: the molecule C4H12OSi2, with the ωB97M-V functional and the def2-TZVPD basis.

The value obtained for the HOMO energy is -0.34280 hartree. Its HOMO-LUMO gap is 0.37259 Ha. As for the structure (SMILES): C=C[Si@](O)([SiH3])CC.

ORCA input file:
```
! RIJCOSX wB97M-V def2-TZVPD def2/J DEFGRID3
* xyz 0 1
C 0.16474 1.11422 2.66231
C 0.12281 1.46458 1.33384
C 1.41240 0.23886 -2.05029
C -0.02755 0.35342 -1.73159
O -2.24035 0.02249 0.11441
Si -0.14085 -2.21748 0.72224
Si -0.61722 -0.08048 0.03156
H 0.44906 1.87625 3.39385
H -0.21262 0.19311 3.11380
H 0.42291 2.34348 0.86693
H 1.94824 0.61554 -1.14999
H 1.83484 -0.75711 -2.21309
H 1.60842 0.86766 -2.91447
H -0.64454 -0.28445 -2.55938
H -0.50748 1.38433 -2.01010
H -2.73076 0.80010 -0.08392
H -0.01170 -3.15138 -0.37544
H 0.80237 -2.31348 1.81241
H -1.63272 -2.46965 1.03691
*
```

Per-record largest force on an atom, eV Å⁻¹: 6.277 1.867 4.813 0.930 4.994 5.868
Per-record relative energy (zero: lowest compared OMol25 entry of this formula, charge and spin), kJ/mol: 352.0 47.4 155.3 30.5 87.2 289.3